A cluster of 4 separate species, C22H19N2O8 in total at a distorted geometry, computed with wB97M-V/def2-TZVPD.

```
51
Properties=species:S:1:pos:R:3:forces:R:3:lowdin_charge:R:1
N 0.4703 3.9555 2.3064 -2.58 -5.53 0.19 0.04
C -0.0697 2.6611 2.2941 1.22 4.53 -0.18 -0.15
C 0.9144 1.3515 2.4832 -0.05 1.06 0.61 -0.21
N 2.2074 1.6422 1.7339 -0.40 -1.83 0.31 -0.12
C 2.1543 1.2032 0.2870 1.38 0.70 -1.11 -0.17
C 1.3614 2.2744 -0.7089 -3.21 4.18 -2.59 -0.44
O 0.2774 1.8160 -1.3912 4.83 1.13 3.17 -0.21
O 1.7104 3.6986 -0.8581 -0.81 -7.69 1.02 -0.29
H -0.2939 4.6624 2.1610 0.58 -1.15 0.06 0.03
H -1.2392 2.6076 2.1322 2.42 -0.49 0.36 0.09
H 1.1533 1.2847 3.6523 -0.46 0.21 -2.48 0.12
H 0.4167 0.3338 2.1966 0.75 2.32 0.27 0.07
H 3.0069 1.1382 2.2226 -1.53 0.80 -0.97 0.10
H 3.2814 1.2084 -0.0985 -2.40 0.03 0.77 0.12
H 1.7548 0.1157 0.1147 0.32 2.02 0.29 0.11
C 2.2276 2.4025 -4.0472 -0.21 0.41 -0.04 0.04
C 1.9054 2.9739 -5.2116 0.15 -0.23 0.14 0.02
C 2.2364 2.3303 -6.4983 -0.35 0.60 -0.20 -0.40
O 1.9437 2.8536 -7.5646 0.18 -0.32 0.25 0.07
C 2.9354 1.0308 -6.4483 0.24 -0.42 0.26 0.01
C 3.2576 0.4594 -5.2838 0.02 -0.08 -0.57 0.01
C 2.9266 1.1030 -3.9971 0.04 -0.18 1.02 -0.36
O 3.2193 0.5797 -2.9308 -0.03 0.21 -0.89 0.10
H 1.9928 2.8614 -3.0945 -0.08 0.08 0.29 0.09
H 1.3920 3.9264 -5.2651 0.02 -0.05 0.01 0.12
H 3.1702 0.5719 -7.4009 -0.01 0.02 -0.02 0.11
H 3.7710 -0.4932 -5.2303 -0.01 0.00 0.02 0.11
C -3.0927 -0.3226 -0.0644 0.05 0.29 0.02 0.04
C -3.1231 0.8870 0.5035 0.14 -0.18 -0.32 0.04
C -3.8655 1.1265 1.7567 0.15 0.85 0.21 -0.38
O -3.8955 2.2337 2.2761 -0.09 -0.77 -0.25 0.09
C -4.5714 -0.0221 2.3586 -0.16 -0.53 0.05 0.02
C -4.5411 -1.2316 1.7908 -0.16 0.28 0.38 0.02
C -3.7986 -1.4711 0.5376 0.00 -0.14 -0.47 -0.41
O -3.7686 -2.5783 0.0182 -0.12 0.36 0.26 0.07
H -2.5536 -0.5151 -0.9839 0.05 0.05 0.04 0.13
H -2.6098 1.7393 0.0747 0.11 -0.04 -0.03 0.13
H -5.1106 0.1705 3.2781 0.02 0.02 -0.01 0.12
H -5.0543 -2.0840 2.2196 0.02 -0.01 -0.02 0.12
C -1.0644 -4.7403 1.6872 -0.18 0.38 -0.07 0.03
C -1.1964 -3.4135 1.7803 -0.09 -0.31 -0.15 0.04
C -0.3169 -2.6159 2.6575 -0.10 0.78 -0.04 -0.35
O -0.4384 -1.4017 2.7449 -0.17 -1.13 0.14 0.08
C 0.7145 -3.3405 3.4261 0.25 -0.39 0.16 0.03
C 0.8465 -4.6673 3.3330 0.13 0.43 0.18 0.02
C -0.0330 -5.4649 2.4558 0.01 -0.79 -0.14 -0.39
O 0.0885 -6.6791 2.3684 -0.04 0.67 0.09 0.09
H -1.7016 -5.3403 1.0491 0.02 0.01 0.01 0.13
H -1.9476 -2.8673 1.2224 0.21 -0.18 0.06 0.09
H 1.3517 -2.7405 4.0642 -0.02 0.03 -0.03 0.12
H 1.5977 -5.2135 3.8909 -0.03 -0.01 -0.04 0.12
```
Positions in Å, forces in eV/Å.

Results
HOMO ... -0.15463 Ha
HOMO-LUMO gap ... 4.2 eV
Net charge ... -1
Spin multiplicity ... 1